Entry 1
{
  "formula": "C30H60Cl4O7",
  "method": "wB97M-V/def2-TZVPD",
  "smiles": "C1CCOC1.C1CCOC1.C1CCOC1.C1CCOC1.C1CCOC1.C1CCOC1.C1CCOC1.ClCCl.ClCCl",
  "molar_mass_g_mol": 674.6,
  "charge": 0,
  "species": ["C", "Cl", "Cl", "H", "H", "C", "Cl", "Cl", "H", "H", "C", "C", "C", "O", "C", "H", "H", "H", "H", "H", "H", "H", "H", "C", "C", "C", "O", "C", "H", "H", "H", "H", "H", "H", "H", "H", "C", "C", "C", "O", "C", "H", "H", "H", "H", "H", "H", "H", "H", "C", "C", "C", "O", "C", "H", "H", "H", "H", "H", "H", "H", "H", "C", "C", "C", "O", "C", "H", "H", "H", "H", "H", "H", "H", "H", "C", "C", "C", "O", "C", "H", "H", "H", "H", "H", "H", "H", "H", "C", "C", "C", "O", "C", "H", "H", "H", "H", "H", "H", "H", "H"],
  "coordinates": [[-1.682, -0.716, 5.025], [-2.949, -1.693, 4.278], [-0.179, -1.700, 5.315], [-1.435, 0.087, 4.330], [-1.943, -0.400, 6.027], [1.605, 4.342, -2.261], [0.114, 3.806, -3.054], [3.089, 4.290, -3.235], [1.581, 5.352, -1.920], [1.862, 3.691, -1.418], [-1.895, 5.399, 1.301], [-2.382, 5.681, -0.111], [-1.248, 6.395, -0.713], [-0.025, 5.781, -0.127], [-0.396, 5.139, 1.079], [-2.399, 4.504, 1.752], [-1.945, 6.271, 2.003], [-3.276, 6.296, -0.347], [-2.501, 4.757, -0.639], [-1.225, 7.408, -0.431], [-1.269, 6.399, -1.772], [0.074, 5.580, 1.993], [-0.100, 4.105, 0.985], [3.215, -0.893, -2.426], [2.186, -0.869, -3.520], [1.608, 0.593, -3.452], [1.864, 1.106, -2.173], [3.063, 0.486, -1.723], [4.251, -0.895, -2.764], [3.025, -1.698, -1.662], [1.394, -1.579, -3.304], [2.635, -1.044, -4.472], [0.509, 0.606, -3.664], [2.075, 1.198, -4.203], [3.008, 0.457, -0.604], [3.940, 1.119, -1.984], [-4.838, 0.681, -3.143], [-3.544, 1.269, -2.593], [-2.708, 1.577, -3.866], [-3.547, 1.374, -5.031], [-4.497, 0.376, -4.603], [-5.745, 1.205, -3.101], [-5.172, -0.201, -2.535], [-2.968, 0.557, -2.039], [-3.700, 2.149, -1.974], [-1.869, 0.844, -3.921], [-2.232, 2.536, -3.907], [-4.000, -0.633, -4.667], [-5.360, 0.546, -5.220], [-2.908, -3.737, -0.518], [-2.077, -3.529, -1.816], [-1.402, -2.192, -1.579], [-2.319, -1.396, -0.818], [-2.981, -2.313, 0.070], [-2.498, -4.520, 0.168], [-3.869, -4.202, -0.778], [-2.820, -3.478, -2.651], [-1.306, -4.254, -2.000], [-1.097, -1.633, -2.496], [-0.561, -2.331, -0.910], [-3.988, -1.964, 0.134], [-2.411, -2.296, 1.021], [5.334, -0.319, 3.870], [4.001, -0.627, 4.545], [3.333, -1.492, 3.536], [3.645, -0.936, 2.281], [4.905, -0.277, 2.358], [5.957, -1.186, 4.083], [5.776, 0.664, 4.129], [3.462, 0.261, 4.631], [4.047, -1.058, 5.566], [2.232, -1.455, 3.572], [3.693, -2.540, 3.663], [4.727, 0.741, 2.157], [5.636, -0.664, 1.606], [1.296, -5.529, 0.613], [0.378, -5.692, 1.872], [1.022, -4.634, 2.802], [1.393, -3.582, 1.924], [2.001, -4.156, 0.773], [0.697, -5.541, -0.255], [2.055, -6.293, 0.493], [0.395, -6.761, 2.231], [-0.630, -5.349, 1.525], [1.847, -5.118, 3.356], [0.334, -4.183, 3.564], [3.076, -4.375, 0.989], [1.902, -3.414, 0.008], [0.672, 0.596, 0.882], [-0.318, 1.361, -0.037], [-1.653, 1.448, 0.788], [-1.461, 0.617, 1.930], [-0.362, -0.273, 1.619], [1.043, 1.241, 1.681], [1.380, 0.084, 0.266], [-0.445, 0.761, -0.927], [0.029, 2.348, -0.309], [-2.538, 1.035, 0.266], [-1.935, 2.417, 1.169], [-0.715, -1.066, 0.948], [-0.042, -0.847, 2.499]]
}

Entry 2
{
  "formula": "C30H60Cl4O7",
  "method": "wB97M-V/def2-TZVPD",
  "smiles": "C1CCOC1.C1CCOC1.C1CCOC1.C1CCOC1.C1CCOC1.C1CCOC1.C1CCOC1.ClCCl.ClCCl",
  "molar_mass_g_mol": 674.6,
  "charge": 0,
  "species": ["C", "C", "C", "O", "C", "H", "H", "H", "H", "H", "H", "H", "H", "C", "C", "C", "O", "C", "H", "H", "H", "H", "H", "H", "H", "H", "C", "C", "C", "O", "C", "H", "H", "H", "H", "H", "H", "H", "H", "C", "C", "C", "O", "C", "H", "H", "H", "H", "H", "H", "H", "H", "C", "C", "C", "O", "C", "H", "H", "H", "H", "H", "H", "H", "H", "C", "C", "C", "O", "C", "H", "H", "H", "H", "H", "H", "H", "H", "C", "C", "C", "O", "C", "H", "H", "H", "H", "H", "H", "H", "H", "C", "Cl", "Cl", "H", "H", "C", "Cl", "Cl", "H", "H"],
  "coordinates": [[-1.627, -5.327, -1.314], [-2.271, -5.533, 0.088], [-1.515, -4.507, 0.966], [-0.559, -3.781, 0.129], [-0.256, -4.671, -0.922], [-2.207, -4.629, -1.934], [-1.487, -6.256, -1.851], [-2.111, -6.566, 0.391], [-3.380, -5.303, 0.103], [-0.946, -4.960, 1.766], [-2.203, -3.716, 1.303], [0.476, -5.411, -0.571], [0.202, -4.090, -1.754], [2.613, -2.255, -1.705], [3.005, -3.498, -0.859], [3.772, -4.337, -1.937], [3.035, -4.039, -3.164], [2.951, -2.610, -3.167], [3.106, -1.316, -1.470], [1.550, -2.043, -1.679], [2.140, -4.101, -0.577], [3.531, -3.326, 0.057], [3.785, -5.421, -1.832], [4.818, -3.994, -2.027], [2.270, -2.239, -3.925], [3.925, -2.288, -3.472], [-0.060, 2.648, -2.224], [1.284, 3.288, -2.525], [1.456, 4.391, -1.489], [0.200, 4.430, -0.722], [-0.769, 3.735, -1.449], [0.245, 1.880, -1.549], [-0.653, 2.319, -3.110], [1.327, 3.765, -3.502], [2.121, 2.585, -2.465], [1.633, 5.379, -1.913], [2.228, 4.135, -0.740], [-1.307, 4.393, -2.194], [-1.444, 3.302, -0.714], [1.253, 1.386, 1.732], [-0.274, 1.134, 1.718], [-0.452, -0.065, 0.728], [0.690, -0.044, -0.113], [1.813, 0.440, 0.663], [1.705, 1.284, 2.687], [1.461, 2.413, 1.404], [-0.849, 1.961, 1.316], [-0.700, 0.920, 2.662], [-1.332, 0.057, 0.116], [-0.471, -1.059, 1.213], [2.444, 0.946, -0.027], [2.355, -0.408, 1.034], [0.386, 7.156, 1.985], [-0.844, 7.926, 1.426], [-1.620, 6.788, 0.726], [-1.402, 5.678, 1.620], [-0.108, 5.788, 2.259], [0.726, 7.534, 2.936], [1.216, 7.109, 1.270], [-0.580, 8.785, 0.803], [-1.485, 8.326, 2.226], [-1.164, 6.463, -0.245], [-2.695, 6.861, 0.685], [0.508, 4.991, 1.933], [-0.350, 5.530, 3.283], [-2.879, -1.734, 3.407], [-3.995, -2.307, 4.281], [-4.644, -3.291, 3.297], [-4.432, -2.756, 1.920], [-3.615, -1.633, 2.038], [-2.001, -2.416, 3.400], [-2.601, -0.708, 3.717], [-4.780, -1.642, 4.638], [-3.643, -2.770, 5.168], [-5.681, -3.407, 3.490], [-4.140, -4.257, 3.234], [-4.302, -0.754, 1.929], [-2.997, -1.628, 1.143], [-1.509, -1.368, -3.169], [-0.367, -1.237, -4.093], [-0.877, -0.275, -5.094], [-1.572, 0.708, -4.336], [-2.317, -0.103, -3.408], [-1.124, -1.401, -2.166], [-2.062, -2.264, -3.363], [-0.033, -2.227, -4.502], [0.458, -0.769, -3.537], [-1.558, -0.703, -5.855], [-0.074, 0.259, -5.601], [-3.287, -0.291, -3.897], [-2.509, 0.441, -2.477], [4.763, 2.862, 1.670], [3.573, 4.048, 2.222], [5.568, 2.063, 3.024], [4.205, 2.053, 1.177], [5.524, 3.360, 1.069], [2.719, -2.856, 3.833], [4.018, -1.570, 3.663], [1.641, -2.982, 2.455], [3.245, -3.782, 3.931], [2.176, -2.594, 4.705]]
}

The least stable of them is entry 1.

Entry 1
{
  "formula": "C4H9BO2",
  "method": "wB97M-V/def2-TZVPD",
  "molar_mass_g_mol": 99.9,
  "charge": 0,
  "species": ["B", "C", "C", "C", "C", "O", "O", "H", "H", "H", "H", "H", "H", "H", "H", "H"],
  "coordinates": [[1.215, -0.352, 0.111], [-1.147, -0.535, 0.080], [1.706, -1.739, -0.414], [1.378, 1.204, 0.205], [-3.335, 0.157, 0.195], [-1.576, -1.638, -0.190], [-1.916, 0.512, 0.308], [0.706, -2.220, -0.752], [2.294, -2.365, 0.228], [2.499, -1.768, -1.222], [2.116, 1.614, 0.997], [0.449, 1.753, 0.422], [1.648, 1.528, -0.811], [-3.686, -0.087, 1.282], [-3.386, -0.553, -0.583], [-3.795, 1.114, -0.026]]
}

Entry 2
{
  "formula": "C4H9BO2",
  "method": "wB97M-V/def2-TZVPD",
  "molar_mass_g_mol": 99.9,
  "charge": 0,
  "species": ["B", "C", "C", "C", "C", "O", "O", "H", "H", "H", "H", "H", "H", "H", "H", "H"],
  "coordinates": [[1.588, 0.277, 0.050], [-1.733, -0.003, 1.757], [-1.255, -0.574, 0.636], [-0.742, -0.384, -1.785], [-0.618, 0.256, -0.404], [2.156, 1.404, -0.382], [2.210, -0.573, 0.841], [-1.900, -0.553, 2.660], [-1.587, 1.089, 1.819], [-1.356, -1.634, 0.420], [-1.755, -0.821, -1.861], [-0.647, 0.380, -2.523], [0.131, -0.975, -1.983], [-0.758, 1.269, -0.187], [3.137, 1.411, -0.094], [3.129, -0.568, 1.037]]
}

The least stable of them is entry 1.

Entry 1
{
  "formula": "C18H54O9",
  "method": "wB97M-V/def2-TZVPD",
  "molar_mass_g_mol": 414.6,
  "charge": 0,
  "species": ["C", "C", "O", "H", "H", "H", "H", "H", "H", "C", "C", "O", "H", "H", "H", "H", "H", "H", "C", "C", "O", "H", "H", "H", "H", "H", "H", "C", "C", "O", "H", "H", "H", "H", "H", "H", "C", "C", "O", "H", "H", "H", "H", "H", "H", "C", "C", "O", "H", "H", "H", "H", "H", "H", "C", "C", "O", "H", "H", "H", "H", "H", "H", "C", "C", "O", "H", "H", "H", "H", "H", "H", "C", "C", "O", "H", "H", "H", "H", "H", "H"],
  "coordinates": [[3.685, 18.039, 12.302], [3.818, 18.266, 13.806], [4.713, 17.260, 14.280], [3.153, 17.088, 12.314], [4.646, 17.684, 11.930], [3.261, 18.921, 11.822], [2.851, 18.323, 14.305], [4.279, 19.244, 13.947], [4.656, 17.207, 15.237], [2.089, 14.332, 13.599], [2.300, 15.586, 12.822], [1.135, 16.319, 12.895], [1.714, 14.516, 14.606], [2.969, 13.689, 13.575], [1.339, 13.727, 13.090], [2.512, 15.393, 11.770], [3.168, 16.212, 13.031], [1.268, 17.111, 13.421], [7.552, 15.416, 14.564], [8.305, 14.600, 15.673], [7.472, 13.691, 16.339], [7.407, 14.867, 13.633], [8.168, 16.291, 14.360], [6.576, 15.709, 14.951], [8.743, 15.204, 16.467], [9.159, 14.025, 15.313], [7.946, 12.881, 16.541], [4.434, 15.246, 15.774], [3.728, 16.105, 16.866], [4.798, 16.666, 17.548], [5.010, 14.552, 16.386], [5.047, 15.911, 15.165], [3.686, 14.718, 15.182], [2.990, 15.529, 17.424], [3.253, 16.949, 16.367], [5.146, 16.029, 18.177], [2.912, 13.852, 10.836], [4.024, 13.630, 9.823], [4.337, 14.865, 9.200], [3.021, 14.763, 11.425], [2.641, 13.061, 11.535], [2.013, 14.003, 10.239], [3.709, 12.891, 9.086], [4.890, 13.317, 10.406], [5.112, 15.236, 9.628], [5.039, 14.117, 12.472], [5.411, 15.431, 13.166], [5.025, 16.529, 12.379], [3.963, 14.073, 12.301], [5.336, 13.260, 13.076], [5.464, 14.122, 11.468], [6.453, 15.424, 13.488], [4.840, 15.644, 14.070], [4.785, 17.244, 12.974], [7.101, 16.909, 9.084], [6.912, 16.636, 10.566], [5.731, 15.787, 10.610], [7.258, 15.906, 8.689], [8.022, 17.470, 8.929], [6.258, 17.412, 8.609], [6.755, 17.551, 11.138], [7.614, 16.047, 11.156], [5.298, 15.918, 11.457], [8.126, 18.480, 13.480], [7.107, 17.516, 12.904], [5.899, 18.211, 12.787], [8.077, 19.370, 12.854], [9.173, 18.181, 13.431], [7.978, 18.657, 14.546], [7.093, 16.512, 13.328], [7.519, 17.408, 11.900], [5.224, 18.006, 13.439], [4.269, 12.398, 14.349], [3.557, 12.336, 15.676], [2.303, 12.897, 15.386], [3.705, 11.864, 13.584], [5.199, 11.834, 14.424], [4.431, 13.437, 14.062], [4.070, 13.030, 16.343], [3.523, 11.305, 16.027], [1.808, 12.460, 14.689]]
}

Entry 2
{
  "formula": "C18H54O9",
  "method": "wB97M-V/def2-TZVPD",
  "smiles": "CCO.CCO.CCO.CCO.CCO.CCO.CCO.CCO.CCO",
  "molar_mass_g_mol": 414.6,
  "charge": 0,
  "species": ["C", "C", "O", "H", "H", "H", "H", "H", "H", "C", "C", "O", "H", "H", "H", "H", "H", "H", "C", "C", "O", "H", "H", "H", "H", "H", "H", "C", "C", "O", "H", "H", "H", "H", "H", "H", "C", "C", "O", "H", "H", "H", "H", "H", "H", "C", "C", "O", "H", "H", "H", "H", "H", "H", "C", "C", "O", "H", "H", "H", "H", "H", "H", "C", "C", "O", "H", "H", "H", "H", "H", "H", "C", "C", "O", "H", "H", "H", "H", "H", "H"],
  "coordinates": [[0.322, 4.835, -0.511], [-1.148, 5.164, -0.367], [-1.827, 3.909, -0.334], [0.897, 5.738, -0.311], [0.551, 4.386, -1.457], [0.707, 4.158, 0.296], [-1.527, 5.717, -1.243], [-1.349, 5.725, 0.526], [-2.678, 3.975, -0.770], [3.419, -0.377, -2.207], [3.420, 0.969, -1.503], [2.032, 1.116, -1.075], [4.440, -0.815, -2.233], [3.083, -0.188, -3.227], [2.766, -1.056, -1.731], [3.623, 1.854, -2.060], [4.128, 0.941, -0.672], [1.740, 0.629, -0.294], [-0.884, -4.389, -0.126], [0.395, -3.664, -0.481], [0.195, -2.244, -0.263], [-1.263, -4.228, 0.870], [-0.735, -5.451, -0.344], [-1.640, -4.005, -0.837], [0.673, -3.903, -1.491], [1.211, -3.910, 0.236], [-0.064, -1.730, -1.074], [5.432, -1.074, 2.733], [4.155, -1.145, 1.905], [3.714, 0.229, 1.817], [5.351, -0.253, 3.422], [6.215, -0.816, 2.056], [5.659, -2.029, 3.242], [3.350, -1.742, 2.362], [4.367, -1.557, 0.962], [2.782, 0.255, 1.466], [0.196, -3.452, 4.618], [-0.197, -4.854, 4.607], [-1.169, -5.045, 3.580], [-0.669, -2.818, 4.879], [0.525, -3.089, 3.669], [1.004, -3.252, 5.296], [-0.610, -5.079, 5.610], [0.693, -5.523, 4.472], [-1.495, -5.944, 3.609], [-3.274, -2.123, -2.204], [-2.500, -1.047, -2.947], [-1.099, -1.280, -2.827], [-2.806, -3.103, -2.345], [-4.245, -2.298, -2.558], [-3.365, -1.931, -1.174], [-2.791, -0.090, -2.499], [-2.787, -1.015, -3.982], [-0.726, -0.410, -3.085], [-0.620, 2.534, -5.129], [-0.031, 2.827, -3.774], [0.355, 1.587, -3.326], [0.099, 1.985, -5.723], [-0.873, 3.457, -5.705], [-1.572, 2.008, -4.985], [-0.785, 3.329, -3.110], [0.812, 3.497, -3.812], [1.033, 1.586, -2.607], [-3.819, 1.187, 0.615], [-4.055, 2.239, 1.670], [-5.440, 2.582, 1.732], [-2.789, 0.893, 0.568], [-4.017, 1.601, -0.367], [-4.444, 0.300, 0.759], [-3.546, 3.171, 1.351], [-3.685, 1.885, 2.688], [-5.940, 1.790, 1.739], [0.496, 1.835, 2.015], [0.041, 0.688, 1.147], [1.165, -0.207, 1.034], [1.420, 2.359, 1.723], [0.614, 1.503, 3.023], [-0.311, 2.602, 1.972], [-0.329, 1.085, 0.186], [-0.821, 0.131, 1.631], [0.850, -1.127, 0.684]]
}

The least stable of them is entry 1.